*one*
The following is a DFT calculation (ωB97M-V with the def2-TZVPD basis set) of an isolated molecule of C6H8BrN.

Positions of all 16 atoms, in Å:
1 C 1.10 3.38 0.46
2 C 0.19 0.15 0.01
3 C 0.69 -1.07 -0.22
4 C 0.49 1.33 -0.92
5 C -0.99 0.45 0.82
6 C 0.16 -2.31 0.26
7 N 0.93 2.45 -0.19
8 Br -2.75 0.48 -0.18
9 H -0.90 1.33 1.33
10 H 1.46 -1.18 -0.99
11 H 1.19 1.07 -1.68
12 H -0.39 1.89 -1.61
13 H -1.21 -0.25 1.69
14 H 0.67 -2.59 1.23
15 H 0.30 -3.10 -0.41
16 H -0.95 -2.03 0.39

The value obtained for the HOMO-LUMO gap is 10.1 eV. For the LUMO energy, the calculation gives 0.17 eV. The highest occupied orbital energy comes out at -9.94 eV.



*two*
The following is a DFT calculation (ωB97M-V with the def2-TZVPD basis set) of an isolated molecule of C6H8BrN.

Positions of all 16 atoms, in Å:
1 C -1.46 1.21 0.01
2 C -2.06 -0.81 -1.42
3 C -0.19 1.47 0.71
4 C -1.32 0.26 -1.19
5 C 1.55 -0.16 1.22
6 C 2.78 -0.82 0.80
7 N 0.78 0.61 0.74
8 Br -0.08 0.79 -2.52
9 H -2.05 2.20 -0.42
10 H -2.19 0.83 0.62
11 H -1.77 -1.47 -2.33
12 H -2.88 -1.18 -0.84
13 H -0.15 2.38 1.37
14 H 2.43 -1.76 0.61
15 H 3.13 -0.15 -0.01
16 H 3.58 -0.89 1.72

The value obtained for the HOMO-LUMO gap is 7.7 eV. For the LUMO energy, the calculation gives 0.64 eV. The highest occupied orbital energy comes out at -7.03 eV.



Relative calculated energies, zero for the most stable structure, unit eV: *one* 0.000; *two* 1.583.



*one*
The following is a DFT calculation (ωB97M-V with the def2-TZVPD basis set) of a 2-piece molecular cluster, C2H5ClO3 overall.

Positions of all 11 atoms, in Å:
1 C -0.61 -1.04 0.84
2 C 0.30 0.74 -0.93
3 O 0.39 -1.87 0.88
4 O 1.31 1.57 -0.69
5 O -0.85 1.36 -1.34
6 Cl 1.01 -0.26 -2.38
7 H -0.59 -0.08 1.36
8 H -1.40 -1.52 0.22
9 H 1.21 -1.40 1.13
10 H 1.26 2.38 -1.24
11 H -1.58 0.79 -1.48

The value obtained for the HOMO-LUMO gap (spin up / spin down) is 8.7 / 7.1 eV. For the LUMO energy (spin up / spin down), the calculation gives 0.43 / -0.39 eV. The highest occupied orbital energy (spin up / spin down) comes out at -8.27 / -7.48 eV.



*two*
The following is a DFT calculation (ωB97M-V with the def2-TZVPD basis set) of a 2-piece molecular cluster, C2H5ClO3 overall.

Positions of all 11 atoms, in Å:
1 C 0.69 -0.82 -0.29
2 C -0.44 0.10 -0.37
3 O 1.18 -0.98 1.01
4 O -0.45 0.85 -1.45
5 O -0.10 1.46 1.05
6 Cl -2.01 -0.63 0.04
7 H 0.16 -1.68 -0.72
8 H 1.55 -0.51 -0.99
9 H 1.03 -0.14 1.40
10 H -1.21 1.38 -1.51
11 H -0.41 0.96 1.82

The value obtained for the HOMO-LUMO gap is 10.7 eV. For the LUMO energy, the calculation gives 0.17 eV. The highest occupied orbital energy comes out at -10.58 eV.



Relative calculated energies, zero for the most stable structure, unit eV: *one* 1.711; *two* 0.000.



*one*
The following is a DFT calculation (ωB97M-V with the def2-TZVPD basis set) of C2H3NO2S2 as an isolated structure.

Positions of all 10 atoms, in Å:
1 C -0.60 0.87 0.13
2 C -0.30 -0.59 -0.12
3 N -1.74 1.39 0.14
4 O -3.66 0.55 -1.27
5 O -3.81 -0.06 1.14
6 S -1.79 -1.41 -0.69
7 S -2.91 0.24 -0.12
8 H 0.13 1.60 0.35
9 H 0.38 -0.48 -0.93
10 H 0.42 -1.17 0.65

The value obtained for the HOMO-LUMO gap is 9.9 eV. For the LUMO energy, the calculation gives -0.11 eV. The highest occupied orbital energy comes out at -10.00 eV.



*two*
The following is a DFT calculation (ωB97M-V with the def2-TZVPD basis set) of a 2-piece molecular cluster, C2H3NO2S2 overall.

Positions of all 10 atoms, in Å:
1 C -0.25 -0.17 -1.27
2 C -0.24 1.15 -1.98
3 N 0.64 -1.47 3.86
4 O -0.25 -1.26 -1.77
5 O 1.76 -1.86 3.89
6 S -0.33 0.13 0.51
7 S -0.59 -0.96 3.21
8 H -0.06 0.99 -3.04
9 H 0.52 1.81 -1.56
10 H -1.21 1.63 -1.84

The value obtained for the HOMO-LUMO gap (spin up / spin down) is 6.1 / 8.7 eV. For the LUMO energy (spin up / spin down), the calculation gives -2.29 / -1.00 eV. The highest occupied orbital energy (spin up / spin down) comes out at -8.41 / -9.68 eV.



*three*
The following is a DFT calculation (ωB97M-V with the def2-TZVPD basis set) of an isolated molecule of C2H3NO2S2.

Positions of all 10 atoms, in Å:
1 C -1.61 -0.23 0.51
2 S -1.69 1.44 0.07
3 S 0.85 1.78 -0.15
4 C 1.18 0.29 -0.40
5 N 2.01 -0.73 -0.22
6 O 1.96 -0.70 1.06
7 O 2.46 -1.54 -1.01
8 H -1.66 -0.56 1.52
9 H -2.05 -0.93 -0.19
10 H -1.44 1.16 -1.19

The value obtained for the HOMO-LUMO gap (spin up / spin down) is 7.0 / 6.8 eV. For the LUMO energy (spin up / spin down), the calculation gives -1.01 / -1.54 eV. The highest occupied orbital energy (spin up / spin down) comes out at -8.03 / -8.36 eV.



Relative calculated energies, zero for the most stable structure, unit eV: *one* 0.000; *two* 2.112; *three* 6.203.



*one*
The following is a DFT calculation (ωB97M-V with the def2-TZVPD basis set) of a 2-piece molecular cluster, C5H14O2 overall.

Positions of all 21 atoms, in Å:
1 C 0.19 -2.00 0.71
2 C 0.28 -1.16 -0.55
3 C -1.11 -0.71 -0.99
4 C 1.19 0.04 -0.28
5 C 1.35 1.00 -1.46
6 O 0.57 2.18 -1.21
7 H 1.17 -2.39 0.99
8 H -0.46 -2.86 0.59
9 H -0.23 -1.42 1.54
10 H 0.76 -1.78 -1.32
11 H -1.52 0.01 -0.29
12 H -1.06 -0.22 -1.96
13 H -1.78 -1.56 -1.07
14 H 2.18 -0.33 -0.01
15 H 0.78 0.57 0.57
16 H 0.99 0.52 -2.37
17 H 2.40 1.26 -1.58
18 H 0.71 2.76 -1.96
19 O -1.82 2.02 3.76
20 H -2.11 1.38 3.11
21 H -2.49 2.70 3.78

The value obtained for the HOMO-LUMO gap is 11.1 eV. For the LUMO energy, the calculation gives 0.82 eV. The highest occupied orbital energy comes out at -10.24 eV.



*two*
The following is a DFT calculation (ωB97M-V with the def2-TZVPD basis set) of a 3-piece molecular cluster, C5H14O2 overall.

Positions of all 21 atoms, in Å:
1 C 0.40 -0.33 -1.54
2 C 0.40 -0.46 0.00
3 C -0.59 0.02 0.76
4 C -0.33 0.33 2.21
5 C -1.97 0.51 0.31
6 H -0.69 -0.16 -1.71
7 H 0.53 -1.29 -2.04
8 H 0.81 0.58 -1.97
9 H 1.19 -1.06 0.46
10 H -0.09 1.39 2.35
11 H -1.26 0.24 2.81
12 H 0.45 -0.30 2.66
13 H -2.50 1.05 1.08
14 H -1.78 1.14 -0.58
15 H -2.47 -0.33 -0.21
16 O -1.08 3.23 0.70
17 H -0.73 3.89 0.10
18 H -0.53 2.47 0.52
19 O 3.80 -3.66 -1.94
20 H 3.18 -3.31 -1.30
21 H 3.26 -3.97 -2.68

The value obtained for the HOMO-LUMO gap is 9.5 eV. For the LUMO energy, the calculation gives 0.63 eV. The highest occupied orbital energy comes out at -8.83 eV.



Relative calculated energies, zero for the most stable structure, unit eV: *one* 0.000; *two* 1.192.



*one*
The following is a DFT calculation (ωB97M-V with the def2-TZVPD basis set) of C45H35BrCl2CuO8 as an isolated structure.

Positions of all 92 atoms, in Å:
1 Cu 1.09 -1.32 -1.08
2 C -0.82 3.86 2.79
3 C 0.32 2.82 2.79
4 C 1.46 3.06 3.70
5 O -0.19 1.50 2.95
6 C 0.32 0.66 1.89
7 C 0.44 1.66 0.75
8 O 0.80 2.90 1.41
9 C 1.29 1.55 -0.54
10 O 0.78 0.47 -1.38
11 C 0.93 2.77 -1.43
12 C -0.01 2.64 -2.44
13 C -0.29 3.63 -3.39
14 C 0.34 4.87 -3.25
15 C 1.27 5.02 -2.20
16 C 1.56 4.03 -1.29
17 C 2.83 1.49 -0.48
18 C 3.62 1.70 0.67
19 C 5.03 1.58 0.60
20 C 5.70 1.27 -0.58
21 C 4.94 0.98 -1.71
22 C 3.53 1.17 -1.69
23 C -0.64 -0.69 1.92
24 O 1.83 -1.82 1.58
25 C -1.73 -0.49 0.94
26 C -2.67 0.58 1.28
27 C -3.52 1.11 0.23
28 C -3.61 0.45 -1.00
29 C -2.87 -0.77 -1.18
30 C -1.98 -1.21 -0.24
31 C -1.30 -0.89 3.31
32 C -0.52 -0.70 4.48
33 C -1.03 -0.94 5.79
34 C -2.37 -1.30 5.91
35 C -3.11 -1.59 4.77
36 C -2.62 -1.23 3.52
37 H -1.29 3.86 3.78
38 H -1.57 3.81 2.07
39 H -0.26 4.82 2.68
40 H 1.13 3.46 4.68
41 H 2.21 3.73 3.21
42 H 1.88 2.05 3.90
43 H 1.33 0.24 2.17
44 H -0.60 1.72 0.33
45 H -0.52 1.69 -2.61
46 H -0.96 3.52 -4.24
47 H 0.28 5.70 -4.03
48 H 1.71 5.99 -2.07
49 H 2.28 4.15 -0.46
50 H 3.23 2.07 1.57
51 H 5.64 1.68 1.49
52 H 6.73 1.30 -0.69
53 H 5.46 0.69 -2.59
54 H 2.96 0.91 -2.57
55 H -2.59 1.16 2.24
56 H -4.10 1.99 0.44
57 H -4.10 0.92 -1.81
58 H -2.91 -1.30 -2.13
59 H -1.36 -2.12 -0.50
60 H 0.51 -0.22 4.46
61 H -0.54 -0.65 6.72
62 H -2.90 -1.34 6.89
63 H -4.14 -1.91 4.85
64 H -3.30 -1.18 2.68
65 Cl -2.42 -6.28 2.41
66 C -1.27 -5.34 1.61
67 C -0.18 -6.03 1.07
68 C 0.70 -5.35 0.22
69 Cl 1.79 -6.30 -0.63
70 C 0.67 -3.87 0.21
71 O 1.36 -3.22 -0.70
72 C -0.10 -3.25 1.29
73 C 0.50 -2.02 1.98
74 O 2.02 -0.94 0.43
75 C -1.25 -3.93 1.71
76 H -0.13 -7.10 1.23
77 H 0.50 -2.18 3.11
78 H -2.20 -3.45 2.01
79 Br -1.26 -4.46 -3.62
80 C -1.25 -2.87 -4.73
81 C -2.28 -2.75 -5.59
82 C -2.33 -1.74 -6.56
83 C -1.31 -0.85 -6.66
84 C -0.25 -0.89 -5.76
85 C -0.21 -1.90 -4.77
86 C 0.81 -1.82 -3.72
87 O 2.05 -1.89 -3.74
88 O 0.02 -1.56 -2.70
89 H -3.13 -3.45 -5.45
90 H -3.18 -1.71 -7.21
91 H -1.33 -0.12 -7.52
92 H 0.63 -0.28 -5.80

Its total charge is -2. The value obtained for the HOMO-LUMO gap (spin up / spin down) is 6.1 / 6.0 eV. Its multiplicity is 2. Its expectation value of S² is 0.754. For the LUMO energy (spin up / spin down), the calculation gives 4.21 / 4.21 eV. The highest occupied orbital energy (spin up / spin down) comes out at -1.85 / -1.81 eV.



*two*
The following is a DFT calculation (ωB97M-V with the def2-TZVPD basis set) of C45H35BrCl2CuO8 as an isolated structure.

Positions of all 92 atoms, in Å:
1 Cu 1.46 1.19 0.75
2 C -3.77 -2.30 -1.81
3 C -3.20 -2.18 -0.42
4 C -4.13 -2.91 0.51
5 O -1.86 -2.77 -0.30
6 C -0.91 -1.78 0.18
7 C -1.66 -0.43 -0.08
8 O -3.07 -0.79 -0.05
9 C -1.51 0.93 0.80
10 O -0.40 1.61 0.39
11 C -2.69 1.87 0.40
12 C -3.18 1.98 -0.91
13 C -4.34 2.72 -1.18
14 C -4.90 3.50 -0.20
15 C -4.31 3.57 1.06
16 C -3.21 2.79 1.35
17 C -1.58 0.73 2.35
18 C -2.49 -0.14 2.94
19 C -2.40 -0.45 4.29
20 C -1.50 0.26 5.09
21 C -0.75 1.29 4.57
22 C -0.78 1.52 3.19
23 C 0.54 -2.14 -0.53
24 O 1.81 -1.34 1.75
25 C 0.63 -1.34 -1.86
26 C -0.23 -1.72 -2.90
27 C -0.30 -1.04 -4.11
28 C 0.47 0.08 -4.35
29 C 1.33 0.49 -3.33
30 C 1.42 -0.21 -2.14
31 C 0.64 -3.69 -0.87
32 C 0.10 -4.69 -0.03
33 C 0.14 -6.04 -0.40
34 C 0.78 -6.42 -1.58
35 C 1.35 -5.46 -2.40
36 C 1.33 -4.12 -2.00
37 H -3.94 -3.34 -2.06
38 H -3.12 -1.86 -2.58
39 H -4.73 -1.81 -1.87
40 H -4.07 -3.99 0.35
41 H -5.17 -2.67 0.29
42 H -3.93 -2.70 1.55
43 H -0.77 -1.99 1.25
44 H -1.50 -0.05 -1.10
45 H -2.71 1.41 -1.70
46 H -4.80 2.64 -2.15
47 H -5.81 4.06 -0.41
48 H -4.78 4.19 1.84
49 H -2.73 2.90 2.32
50 H -3.24 -0.65 2.35
51 H -3.04 -1.21 4.73
52 H -1.46 0.06 6.17
53 H -0.12 1.91 5.22
54 H -0.15 2.29 2.77
55 H -0.86 -2.60 -2.79
56 H -0.99 -1.42 -4.88
57 H 0.38 0.59 -5.31
58 H 1.93 1.39 -3.42
59 H 2.09 0.17 -1.37
60 H -0.46 -4.40 0.86
61 H -0.33 -6.78 0.25
62 H 0.82 -7.47 -1.84
63 H 1.78 -5.71 -3.36
64 H 1.79 -3.37 -2.64
65 Cl 6.00 -4.39 -1.28
66 C 5.17 -3.00 -0.82
67 C 5.83 -1.77 -0.86
68 C 5.17 -0.61 -0.45
69 Cl 6.04 0.85 -0.50
70 C 3.81 -0.66 0.00
71 O 3.28 0.46 0.38
72 C 3.15 -1.97 0.02
73 C 1.78 -2.14 0.62
74 O 0.84 -0.30 1.61
75 C 3.86 -3.11 -0.35
76 H 6.86 -1.70 -1.21
77 H 1.78 -3.17 1.02
78 H 3.45 -4.12 -0.28
79 Br 3.44 4.68 -1.76
80 C 2.82 5.66 -0.25
81 C 2.99 7.03 -0.38
82 C 2.65 7.86 0.67
83 C 2.14 7.36 1.85
84 C 2.00 5.98 2.00
85 C 2.30 5.11 0.95
86 C 2.07 3.67 1.17
87 O 1.96 3.17 2.30
88 O 2.00 2.93 0.08
89 H 3.39 7.43 -1.31
90 H 2.79 8.93 0.54
91 H 1.89 8.05 2.68
92 H 1.63 5.56 2.92

Its total charge is -2. The value obtained for the HOMO-LUMO gap (spin up / spin down) is 6.2 / 6.2 eV. Its multiplicity is 2. Its expectation value of S² is 0.753. For the LUMO energy (spin up / spin down), the calculation gives 4.20 / 4.20 eV. The highest occupied orbital energy (spin up / spin down) comes out at -2.04 / -2.05 eV.



Relative calculated energies, zero for the most stable structure, unit eV: *one* 3.272; *two* 0.000.